[1]
{
  "formula": "C6H17NO",
  "method": "ωB97M-V/def2-TZVPD",
  "orbital_gap_ev": [2.6, 9.2],
  "de_lowest_kj_mol": 155.1,
  "e_tot_ev": -10032.534,
  "charge": -1,
  "spin_multiplicity": 2,
  "symbols": ["C", "C", "C", "C", "C", "C", "N", "H", "H", "H", "H", "H", "H", "H", "H", "H", "H", "H", "H", "H", "H", "H", "H", "H", "O"],
  "xyz": [[2.5370, 0.4707, -1.3221], [1.3849, 0.3013, -0.3528], [0.4031, -0.7983, -0.7401], [-1.0320, -0.3626, -1.3248], [-2.1298, -0.2514, -0.2557], [-2.2520, -1.5546, 0.4343], [1.8934, 0.1177, 1.1406], [2.4292, 1.3758, -1.8745], [2.6845, -0.4027, -2.0060], [3.5116, 0.7618, -0.8483], [0.7563, 1.2131, -0.1497], [0.1675, -1.5905, 0.0183], [0.8954, -1.3374, -1.5877], [-1.1861, -1.2289, -2.0770], [-1.0534, 0.5169, -2.0312], [-3.0471, 0.1174, -0.7456], [-1.9386, 0.5133, 0.4403], [-1.4250, -1.5627, 1.1597], [-3.1372, -1.6093, 1.0392], [-2.4293, -2.2697, -0.2634], [1.2241, -0.5226, 1.6791], [2.8754, -0.3565, 1.1204], [-0.8737, 2.2361, 2.9443], [0.2305, 3.1138, 2.4981], [-0.4885, 3.1094, 3.1045]],
  "atomic_forces_ev_per_a": [[1.2, 0.1, 0.4], [-0.8, 0.1, 3.8], [-1.0, -0.6, -1.8], [1.1, -0.8, -1.3], [-0.3, 0.3, -2.3], [-0.5, 2.1, 2.8], [1.2, -1.7, -1.1], [-0.7, 0.6, -1.1], [-0.1, 0.8, 0.6], [-0.7, -0.9, 0.2], [0.8, -0.5, -1.0], [0.7, 1.0, -0.5], [-0.4, 0.0, 0.6], [-0.6, 1.1, 1.3], [0.6, -0.5, 1.0], [0.0, -0.5, 0.0], [0.7, 1.1, 1.0], [-0.1, -1.1, -0.4], [-0.6, 0.3, 0.6], [0.5, -2.8, -1.9], [1.2, 1.1, -1.0], [-2.4, 0.8, 0.1], [-0.2, -0.3, 0.0], [1.2, 0.1, -0.9], [-0.9, 0.2, 0.9]]
}



[2]
{
  "formula": "C6H17NO",
  "method": "ωB97M-V/def2-TZVPD",
  "orbital_gap_ev": 9.2,
  "de_lowest_kj_mol": 91.0,
  "e_tot_ev": -10034.639,
  "symbols": ["C", "C", "C", "N", "C", "C", "C", "H", "H", "H", "H", "H", "H", "H", "H", "H", "H", "H", "H", "H", "H", "H", "O", "H", "H"],
  "xyz": [[-2.4545, 0.6459, 0.4977], [-1.3200, 1.6876, 0.7642], [0.0465, 1.3231, 0.1992], [0.6015, 0.2219, 0.9639], [1.3491, -0.8074, 0.2516], [2.3636, -1.4754, 1.1749], [0.4402, -1.9201, -0.3396], [-3.3361, 1.2479, 0.2965], [-2.1879, 0.0685, -0.3835], [-2.5737, -0.0124, 1.3546], [-1.6495, 2.5999, 0.2546], [-1.2964, 1.9704, 1.8188], [0.6389, 2.2394, 0.1566], [-0.1049, 1.0893, -0.8650], [-0.0967, -0.2104, 1.5503], [1.8298, -0.3632, -0.6212], [2.8537, -0.8089, 1.8819], [1.8918, -2.2933, 1.7192], [3.1996, -1.8545, 0.5807], [0.1035, -1.7418, -1.3617], [0.8742, -2.8841, -0.1802], [-0.5346, -1.9294, 0.1513], [-0.5712, 0.4918, -2.9516], [-0.5482, -0.2922, -2.3862], [-1.5192, 0.6799, -2.9660]],
  "atomic_forces_ev_per_a": [[1.2, 0.9, 0.3], [-0.8, 0.4, -0.7], [-1.1, -0.1, -0.2], [0.7, 0.2, -0.1], [-0.5, -0.3, -0.1], [0.7, 0.1, -0.3], [-1.0, 0.9, 0.3], [-0.4, -0.5, 0.1], [-0.2, -0.2, -0.1], [-0.3, -0.1, -0.1], [0.2, 0.0, 0.0], [0.2, -0.2, 0.1], [0.6, -0.2, 0.5], [0.1, -0.2, 0.3], [-0.1, 0.1, 0.0], [0.3, 0.4, 0.3], [-0.4, 0.3, 0.1], [0.1, 0.0, 0.1], [-0.2, -0.4, 0.0], [0.7, -0.3, -0.3], [0.3, -0.7, -0.5], [0.1, -0.1, 0.6], [-0.5, -0.3, 0.1], [0.3, 0.1, -0.2], [0.1, 0.2, -0.2]]
}



[3]
{
  "formula": "C6H17NO",
  "method": "ωB97M-V/def2-TZVPD",
  "orbital_gap_ev": 10.0,
  "de_lowest_kj_mol": 83.9,
  "e_tot_ev": -10034.713,
  "symbols": ["C", "C", "N", "C", "C", "C", "C", "H", "H", "H", "H", "H", "H", "H", "H", "H", "H", "H", "H", "H", "H", "H", "O", "H", "H"],
  "xyz": [[0.5184, 1.9950, 1.4973], [1.1488, 0.6191, 1.7227], [1.1445, -0.3302, 0.6139], [-0.0992, -0.4588, -0.1584], [-0.5838, 0.6539, -1.1292], [-2.1080, 0.8631, -0.9245], [-0.3623, 0.2550, -2.5966], [0.8708, 2.4695, 0.5830], [0.7837, 2.6746, 2.3040], [-0.5618, 1.9673, 1.3395], [2.1958, 0.8106, 1.9564], [0.6155, 0.1717, 2.5604], [1.8290, 0.0235, -0.0525], [0.0651, -1.3156, -0.8015], [-0.9125, -0.7662, 0.5054], [-0.1928, 1.6493, -0.9165], [-2.2454, 1.2005, 0.1079], [-2.5265, 1.5065, -1.6968], [-2.6587, -0.0747, -0.9516], [-1.1662, 0.6434, -3.2316], [-0.4136, -0.8265, -2.7414], [0.5636, 0.5970, -3.0531], [0.3383, -3.2978, 0.9078], [0.6720, -3.0238, 1.7695], [0.8609, -2.7966, 0.2735]],
  "atomic_forces_ev_per_a": [[-0.1, 0.2, -0.7], [-0.4, 0.5, -0.2], [0.0, 0.8, -0.8], [0.1, 0.0, 0.0], [-1.2, 0.0, -0.3], [0.5, -0.6, 0.5], [-0.2, 0.1, -0.4], [0.5, 0.0, 0.0], [-0.2, -0.1, 0.2], [0.0, -0.1, 0.5], [0.0, -0.4, 0.4], [0.3, -0.2, 0.2], [0.1, -0.3, 0.1], [-0.1, -0.3, -0.1], [0.1, 0.2, 0.2], [0.6, -0.3, -0.1], [-0.3, 0.5, -0.3], [0.0, 0.3, 0.4], [0.0, -0.3, -0.3], [0.1, 0.2, 0.1], [0.1, 0.0, 0.2], [0.3, 0.0, 0.2], [-0.1, -0.4, 0.1], [0.0, 0.1, -0.2], [0.1, 0.1, 0.3]]
}



[4]
{
  "formula": "C6H17NO",
  "method": "ωB97M-V/def2-TZVPD",
  "orbital_gap_ev": 5.1,
  "de_lowest_kj_mol": 650.2,
  "e_tot_ev": -10028.843,
  "symbols": ["C", "C", "C", "C", "N", "C", "C", "H", "H", "H", "H", "H", "H", "H", "H", "H", "H", "H", "H", "H", "H", "H", "H", "H", "O"],
  "xyz": [[1.1696, -0.0533, -0.0461], [2.4838, -0.5266, 0.5188], [3.7033, 0.1130, -0.1216], [0.9014, -0.0559, -1.3884], [-1.9868, -0.1773, -0.1772], [-3.1606, -1.0305, -0.3002], [-2.3728, 1.2286, -0.3030], [0.2871, -0.0918, 0.6943], [1.2664, 1.4766, 0.2455], [2.5140, -1.6253, 0.4049], [2.5409, -0.3134, 1.5931], [3.7468, -0.0213, -1.2180], [4.6384, -0.3158, 0.2486], [3.7288, 1.2008, 0.0492], [1.5960, -0.5383, -2.0709], [-0.0526, 0.2892, -1.7491], [-3.9786, -0.7491, 0.3840], [-3.5776, -0.9533, -1.3166], [-2.8497, -2.0450, -0.1228], [-1.4778, 1.8516, -0.2242], [-2.7947, 1.3881, -1.2992], [-3.0935, 1.5425, 0.4643], [-0.9981, 0.1225, 2.8144], [-1.5686, -0.2619, 0.8033], [-0.6653, -0.4541, 2.1169]],
  "atomic_forces_ev_per_a": [[1.4, 4.0, 1.6], [0.3, -0.6, 0.1], [0.4, 0.2, -0.8], [-0.2, -0.2, 0.3], [-0.3, 0.6, 0.3], [0.1, 0.6, -0.3], [0.3, -0.5, -0.3], [-0.5, 0.0, 1.0], [-0.8, -3.5, -1.2], [0.1, 0.3, 0.1], [-0.4, -0.2, -0.2], [-0.2, 0.0, 0.3], [-0.2, 0.1, 0.2], [0.0, -0.3, 0.1], [-0.1, -0.1, -0.1], [-0.2, 0.3, -0.1], [0.1, -0.1, 0.1], [0.1, -0.1, 0.1], [-0.1, -0.5, 0.1], [-0.1, 0.1, 0.1], [-0.2, 0.2, 0.1], [-0.1, 0.1, -0.1], [0.3, 0.1, -0.1], [-0.3, -0.5, -0.6], [0.4, -0.1, -0.6]]
}



[5]
{
  "formula": "C6H17NO",
  "method": "ωB97M-V/def2-TZVPD",
  "orbital_gap_ev": 9.3,
  "de_lowest_kj_mol": 156.9,
  "e_tot_ev": -10033.956,
  "symbols": ["C", "C", "N", "C", "C", "C", "C", "H", "H", "H", "H", "H", "H", "H", "H", "H", "H", "H", "H", "H", "H", "H", "O", "H", "H"],
  "xyz": [[-2.3214, 0.4165, 1.2556], [-0.8211, -0.0027, 1.1544], [-0.4927, -0.7111, -0.1183], [0.5218, -1.7393, 0.1103], [-0.1864, 0.2556, -1.1783], [0.9989, 1.3776, -0.9181], [0.3068, -0.4053, -2.4543], [-2.6976, 0.5797, 0.2557], [-2.9361, -0.3957, 1.6412], [-2.4103, 1.3355, 1.8156], [-0.2918, 0.9475, 1.2368], [-0.6808, -0.7565, 1.9280], [1.3894, -1.5806, -0.5080], [0.9447, -1.7546, 1.1309], [0.0569, -2.7290, 0.1413], [-1.0702, 0.8771, -1.3542], [0.6673, 1.9105, -0.0344], [1.9589, 0.9246, -0.6910], [0.9467, 1.9222, -1.8485], [-0.2800, -1.2360, -2.8416], [0.3565, 0.3019, -3.2845], [1.3358, -0.7684, -2.3186], [1.9001, 0.5759, 2.3613], [1.1886, 0.4551, 2.9880], [1.6162, 0.1996, 1.5307]],
  "atomic_forces_ev_per_a": [[0.7, -0.8, -0.8], [-2.0, -0.4, -0.9], [0.2, 1.1, 0.9], [-0.1, -0.1, 1.3], [2.0, 0.8, -0.2], [-2.4, -1.9, 0.8], [0.0, -0.4, -0.7], [-0.1, 0.3, -0.3], [0.0, 0.2, 0.3], [-0.3, 0.1, 0.3], [0.5, -0.5, 0.5], [0.5, 0.6, 0.3], [0.1, -0.7, -0.6], [-0.1, 0.7, -0.1], [0.3, -0.1, -1.0], [-0.1, -0.3, 0.0], [0.3, 0.8, -0.2], [0.2, -0.1, -0.4], [0.5, 0.6, 0.1], [-0.3, -0.2, 0.3], [0.0, 0.2, 0.2], [-0.3, 0.1, -0.1], [0.8, 0.3, 0.3], [-0.3, -0.1, 0.0], [-0.2, -0.1, -0.1]]
}



[6]
{
  "formula": "C6H17NO4",
  "method": "ωB97M-V/def2-TZVPD",
  "orbital_gap_ev": 10.2,
  "de_lowest_kj_mol": 296.0,
  "e_tot_ev": -16175.190,
  "symbols": ["C", "C", "C", "C", "C", "N", "C", "O", "H", "H", "H", "H", "H", "H", "H", "H", "H", "H", "H", "O", "H", "H", "O", "H", "H", "O", "H", "H"],
  "xyz": [[0.7875, -0.3890, 2.8603], [-0.4028, -0.7177, 2.3777], [-0.7971, -1.0036, 0.9934], [-2.1002, -0.4051, 0.5538], [-2.0046, 1.0919, 0.3362], [-0.7158, 1.3817, -0.2923], [-0.5702, 1.1803, -1.6694], [0.5633, 1.3374, -2.0245], [1.8144, -0.4874, 2.4675], [0.9009, -0.0905, 3.8084], [-1.1961, -0.8087, 3.1409], [0.1775, -0.7335, 0.3335], [-0.5728, -2.0874, 0.6960], [-2.2872, -0.8825, -0.5416], [-3.0118, -0.7749, 1.1092], [-2.8534, 1.5600, -0.2993], [-1.9532, 1.7380, 1.1786], [0.1002, 1.3511, 0.3511], [-1.4503, 1.0814, -2.2223], [1.9243, -0.9733, -2.2213], [1.6130, -0.0484, -2.2310], [2.5389, -1.1938, -2.9478], [-0.0168, -3.5732, -2.6652], [0.4511, -3.3398, -1.9443], [-0.1370, -2.7668, -3.2292], [2.0830, 2.5322, 2.5314], [2.8467, 2.4829, 3.0618], [2.1239, 2.2029, 1.6402]],
  "atomic_forces_ev_per_a": [[0.9, -1.2, -2.6], [-0.2, 0.0, 1.3], [4.1, -2.0, -2.0], [-1.6, -2.0, -3.0], [-0.3, 1.1, -1.4], [-1.8, -0.3, -1.2], [2.2, 1.9, 5.6], [1.6, -0.3, -2.8], [-0.9, 0.3, -1.1], [-0.2, 0.8, 3.8], [0.1, 0.5, -0.5], [-2.4, 0.3, 1.1], [-1.6, 0.8, 0.9], [0.3, 1.1, 2.2], [1.1, 0.6, -0.1], [1.3, -1.1, 0.8], [-0.5, 0.0, 1.4], [-0.8, 0.1, -1.3], [-1.5, -0.4, -1.2], [0.3, -0.7, -0.1], [0.4, -0.2, -0.5], [-0.6, 0.7, 0.6], [-2.9, -0.4, -4.7], [2.6, 1.6, 3.6], [0.4, -1.1, 1.1], [-2.5, 0.8, 0.0], [1.6, -0.4, 0.1], [0.9, -0.3, -0.1]]
}



[7]
{
  "formula": "C6H17NS",
  "method": "ωB97M-V/def2-TZVPD",
  "orbital_gap_ev": [11.4, 6.5],
  "de_lowest_kj_mol": 0.0,
  "e_tot_ev": -18814.486,
  "charge": 1,
  "spin_multiplicity": 2,
  "symbols": ["C", "C", "C", "S", "H", "H", "H", "H", "H", "H", "H", "C", "C", "N", "C", "H", "H", "H", "H", "H", "H", "H", "H", "H", "H"],
  "xyz": [[1.4322, -1.0488, 2.3326], [1.9322, 0.3087, 1.7703], [0.9688, 1.4077, 2.0419], [-0.4495, 1.5838, 0.8640], [1.2262, -0.9070, 3.4315], [2.1995, -1.8186, 2.2261], [0.5032, -1.3619, 1.8504], [2.8660, 0.4773, 2.3528], [2.1985, 0.2516, 0.6930], [1.5315, 2.3610, 1.9176], [0.5423, 1.2793, 3.0516], [-0.2921, -1.8604, -3.0985], [0.0942, -0.7816, -2.0639], [-0.8950, -0.6139, -1.0013], [-2.2027, -0.1697, -1.4312], [-1.1808, -1.5335, -3.6474], [0.5073, -2.0498, -3.8490], [-0.5270, -2.8613, -2.6414], [1.0874, -1.0036, -1.6353], [0.2220, 0.2152, -2.5977], [-0.5885, 0.4621, -0.1296], [-0.9853, -1.4993, -0.4816], [-2.1742, 0.8122, -1.9363], [-2.8835, -0.0824, -0.5706], [-2.6820, -0.9200, -2.1571]],
  "atomic_forces_ev_per_a": [[0.0, 0.7, 0.5], [0.9, -1.9, 0.2], [0.1, 0.6, -0.6], [0.4, 1.6, 1.7], [0.2, -0.3, -1.0], [-0.2, 0.0, 0.0], [0.0, -0.2, 0.0], [-0.5, 0.4, -0.6], [-0.1, 0.0, 0.6], [-0.9, -0.1, 0.4], [-0.1, 0.6, -0.4], [0.0, -0.6, 0.0], [1.0, 0.5, -1.5], [0.4, 0.4, 1.2], [-2.0, -0.9, -1.4], [0.2, -0.2, 0.0], [-0.4, 0.4, 0.6], [0.2, 1.0, -0.2], [-0.5, 0.0, 0.1], [-0.3, -1.1, 0.7], [0.5, -2.2, -1.0], [0.1, 0.5, -0.2], [0.3, -0.4, 0.2], [0.3, -0.1, -0.2], [0.6, 1.2, 1.0]]
}



[8]
{
  "formula": "C6H18B2N3P",
  "method": "ωB97M-V/def2-TZVPD",
  "orbital_gap_ev": 8.3,
  "de_lowest_kj_mol": 0.0,
  "e_tot_ev": -21628.595,
  "symbols": ["B", "B", "N", "N", "N", "P", "C", "C", "C", "C", "C", "C", "H", "H", "H", "H", "H", "H", "H", "H", "H", "H", "H", "H", "H", "H", "H", "H", "H", "H"],
  "xyz": [[1.0409, -0.6829, -0.1183], [-0.2049, 0.4306, -1.5902], [0.5701, 0.4868, 0.5903], [0.4866, -0.8538, -1.4862], [-0.1321, 1.1976, -0.4094], [0.1795, 0.9527, 2.2549], [2.2179, -1.5450, 0.4008], [-1.2401, 0.8015, -2.7281], [0.2875, -2.0853, -2.1703], [-0.3464, 2.6093, -0.3246], [0.4887, -0.6571, 3.0261], [-1.6462, 0.8737, 2.1543], [2.7462, -1.8706, -0.4782], [1.9275, -2.3939, 0.9927], [2.9665, -0.9763, 0.9654], [-2.1382, 0.2315, -2.4931], [-1.5252, 1.8645, -2.7229], [-0.8833, 0.5242, -3.7162], [-0.2930, -1.9091, -3.0772], [1.2657, -2.5434, -2.4334], [-0.2446, -2.7878, -1.5275], [-0.0528, 2.8705, 0.6895], [-1.3967, 2.8661, -0.5017], [0.3327, 3.0888, -1.0533], [0.2227, -0.7146, 4.0774], [-0.0880, -1.3953, 2.4780], [1.5480, -0.9257, 2.9274], [-2.0410, 1.7867, 1.6861], [-2.1167, 0.6757, 3.1241], [-1.9312, 0.0807, 1.4638]],
  "atomic_forces_ev_per_a": [[0.3, -0.4, 0.0], [-1.3, -1.0, -0.9], [0.2, 0.0, -0.4], [-0.1, 3.1, 3.0], [-0.7, -0.8, -1.0], [0.5, 0.2, -0.2], [0.5, 0.1, 0.3], [0.5, 0.5, 0.2], [0.7, -0.4, -0.4], [0.7, 0.1, 0.1], [0.5, -0.6, -0.2], [-0.4, 0.0, -0.6], [0.3, -0.6, -0.4], [0.0, -0.6, 0.2], [-0.3, 0.0, 0.1], [-0.2, -0.1, -0.2], [0.1, -0.3, -0.1], [-0.1, 0.0, -0.2], [0.1, -0.2, 0.0], [-0.6, 0.1, 0.0], [-0.1, -0.2, -0.2], [-0.1, 0.7, -0.1], [0.2, 0.1, 0.0], [-0.5, 0.4, 0.5], [-0.1, 0.3, 0.1], [-0.1, -0.3, 0.0], [-0.2, 0.1, 0.1], [0.1, -0.1, 0.5], [0.2, 0.3, -0.1], [0.0, -0.3, 0.1]]
}



[9]
{
  "formula": "C6H18BF4O3RbS3",
  "method": "ωB97M-V/def2-TZVPD",
  "orbital_gap_ev": 9.0,
  "de_lowest_kj_mol": 18.4,
  "e_tot_ev": -57369.303,
  "symbols": ["Rb", "B", "F", "F", "F", "F", "C", "S", "O", "C", "H", "H", "H", "H", "H", "H", "C", "S", "O", "C", "H", "H", "H", "H", "H", "H", "C", "S", "O", "C", "H", "H", "H", "H", "H", "H"],
  "xyz": [[25.5261, 13.5016, 1.9168], [23.5609, 10.6063, 1.3239], [24.3290, 11.3326, 0.3937], [23.9019, 11.1077, 2.5740], [22.1934, 10.8061, 1.0272], [23.9004, 9.2435, 1.2716], [23.1965, 13.1858, -2.3812], [23.9682, 14.7893, -1.9281], [24.2681, 14.7470, -0.4517], [25.4386, 14.5397, -2.8846], [22.1185, 13.2554, -2.2777], [23.6770, 12.4341, -1.7564], [23.3972, 13.0279, -3.4421], [26.2503, 15.2387, -2.6870], [25.1565, 14.8243, -3.9052], [25.7946, 13.5100, -2.9105], [24.0218, 17.5716, 1.9995], [24.0793, 16.7993, 3.6310], [24.0777, 15.3079, 3.3886], [25.7127, 17.3035, 4.2651], [24.7072, 17.1142, 1.2818], [24.1511, 18.6545, 1.9932], [23.0376, 17.3642, 1.5761], [25.8780, 18.3693, 4.1086], [26.5127, 16.8124, 3.7084], [25.8032, 16.9812, 5.2982], [27.2945, 17.5870, -0.4256], [27.7195, 17.0886, 1.2805], [26.9390, 15.8216, 1.5160], [29.4179, 16.5659, 0.9511], [27.2124, 16.6794, -1.0194], [28.0749, 18.2440, -0.8074], [26.3434, 18.1117, -0.3879], [29.8912, 17.3924, 0.4087], [29.4779, 15.7435, 0.2379], [29.9571, 16.3739, 1.8723]],
  "atomic_forces_ev_per_a": [[-0.5, -0.5, -0.2], [-0.7, -0.9, -0.3], [0.5, 0.5, -0.8], [0.1, 0.5, 0.9], [0.5, -0.1, 0.2], [-0.1, 0.3, -0.1], [0.5, 0.7, -0.3], [-0.8, -0.1, 0.9], [0.2, 0.0, -0.8], [0.6, 0.0, -1.2], [0.0, -0.1, 0.5], [-0.2, -0.1, 0.1], [0.1, -0.1, 0.0], [-0.1, 0.0, 0.7], [-0.2, -0.3, 0.0], [0.0, 0.0, 0.3], [0.2, -0.1, -0.8], [-0.4, -0.5, 0.1], [0.3, 1.1, 0.3], [0.5, -0.4, -1.0], [0.2, -0.2, 0.4], [0.1, 0.0, 0.4], [-0.1, -0.1, 0.4], [-0.4, 0.1, 0.4], [-0.3, -0.3, -0.1], [-0.3, 0.3, 0.1], [0.3, 0.0, 0.5], [-0.1, -0.9, -0.7], [0.4, 0.7, 0.1], [0.2, 0.8, -0.9], [0.0, 0.0, 0.0], [-0.1, 0.0, 0.0], [0.0, 0.0, 0.0], [0.1, 0.1, 0.4], [-0.4, -0.3, 0.3], [-0.1, -0.1, 0.1]]
}